Computed, not measured: a cluster of 12 separate species, C72H48O34 in total, with ωB97M-V/def2-TZVPD.

Calculated values
Structure (SMILES)   O=C1C=C(O)C(=O)C=C1O.O=C1C=C(O)C(=O)C=C1O.O=C1C=C(O)C(=O)C=C1O.O=C1C=C(O)C(=O)C=C1O.O=C1C=C(O)C(=O)C=C1O.O=C1C=CC(=O)C=C1.O=C1C=CC(=O)C=C1.O=C1C=CC(=O)C=C1.O=C1C=CC(=O)C=C1.O=C1C=CC(=O)C=C1.O=C1C=CC(=O)C=C1.O=C1C=CC(=O)C=C1

Each line ends with the Löwdin charge.
Positions of all 154 atoms, in Å:
O -4.325 -22.024 -15.317  0.069
O 2.496 -20.639 -15.004  0.116
O -8.480 -26.813 -11.967  0.090
O 3.775 -22.055 -12.388  0.111
O 4.940 -27.106 -15.105  0.080
O 5.428 -29.240 -10.192  0.123
O -0.009 -20.353 -12.095  0.048
O -1.237 -27.528 -11.030  0.124
O 2.422 -25.485 -12.753  0.120
O -4.635 -21.790 -18.845  0.102
O -2.233 -24.079 -14.982  0.080
O 2.253 -24.370 -8.457  0.097
O -0.199 -28.749 -20.264  0.075
O -1.267 -25.241 -19.110  0.082
O 2.415 -28.368 -16.226  0.081
O -1.556 -21.080 -15.044  0.075
O 1.134 -30.584 -13.773  0.090
O -0.641 -22.856 -7.283  0.107
O 4.174 -26.292 -9.122  0.113
O 3.981 -22.697 -14.952  0.137
O 4.220 -26.811 -17.648  0.080
O -0.506 -22.458 -18.085  0.081
O -3.043 -27.132 -13.136  0.095
O 5.816 -23.731 -12.650  0.119
O 1.778 -27.339 -21.642  0.097
O 1.149 -24.764 -18.142  0.093
O -5.848 -26.344 -16.425  0.108
O -3.277 -17.193 -13.116  0.157
O -5.773 -17.744 -14.295  0.129
O -0.857 -30.508 -15.611  0.095
O 4.765 -17.775 -11.143  0.125
O -3.635 -25.786 -10.772  0.091
O -5.304 -22.354 -12.433  0.077
O -3.886 -16.451 -17.704  0.109
C -3.480 -18.329 -13.704  -0.230
C 4.076 -28.515 -11.912  0.013
C 1.640 -18.663 -12.701  0.012
C 0.481 -22.630 -17.313  -0.213
C -4.342 -24.758 -17.282  0.012
C 2.624 -23.783 -16.536  0.089
C -1.163 -24.331 -14.427  -0.308
C -3.228 -24.484 -18.011  0.046
C 2.236 -28.162 -17.437  -0.270
C 5.055 -27.520 -13.945  -0.323
C -2.547 -20.394 -14.736  -0.296
C 2.921 -18.987 -10.266  0.041
C -4.006 -17.624 -18.032  -0.363
C 2.071 -21.653 -15.741  -0.293
C -7.682 -24.821 -10.999  0.029
C 3.066 -24.241 -9.564  -0.188
C -0.447 -25.586 -14.951  0.078
C 0.627 -24.067 -12.706  0.067
C -0.084 -28.955 -12.392  0.077
C 3.926 -27.992 -13.124  0.021
C 6.347 -27.801 -13.323  0.045
C -4.557 -20.578 -18.669  -0.282
C -5.384 -19.350 -19.120  0.040
C -7.759 -25.786 -12.074  -0.363
C -1.016 -29.940 -14.514  -0.299
C 6.442 -28.315 -12.082  0.015
C -2.589 -25.472 -8.724  -0.004
C -1.353 -23.376 -8.131  -0.351
C -4.032 -20.753 -14.981  -0.200
C -2.167 -28.178 -13.231  -0.210
C -6.929 -25.422 -13.214  0.028
C 5.334 -28.611 -11.248  -0.417
C -1.845 -24.764 -7.893  0.017
C -6.847 -23.727 -11.069  0.042
C 3.134 -27.308 -18.280  -0.246
C 4.911 -23.997 -11.713  -0.249
C 3.828 -22.958 -11.574  -0.295
C -1.980 -22.830 -9.386  0.051
C -3.363 -20.003 -17.951  -0.025
C 5.146 -24.919 -10.786  0.064
C -3.060 -25.034 -10.007  -0.369
C 1.889 -19.889 -10.557  0.033
C -2.697 -23.614 -10.242  0.039
C 2.980 -22.744 -15.617  -0.345
C -6.088 -23.314 -12.272  -0.355
C 1.498 -23.775 -17.291  -0.178
C -2.246 -25.522 -18.423  -0.336
C 0.980 -28.379 -19.637  -0.168
C -3.637 -27.043 -17.071  0.032
C 0.744 -25.961 -14.358  0.041
C 3.609 -18.115 -11.286  -0.400
C 0.003 -29.877 -13.442  -0.165
C 1.324 -25.229 -13.228  -0.370
C -5.147 -18.093 -18.816  -0.003
C 2.994 -26.983 -19.547  0.052
C -4.720 -26.056 -16.835  -0.358
C -5.073 -19.916 -14.624  0.059
C 3.022 -23.183 -10.369  0.044
C 1.080 -19.749 -11.889  -0.306
C -2.479 -19.223 -13.947  0.054
C 0.988 -21.519 -16.457  0.062
C 1.155 -28.703 -18.307  0.077
C -6.122 -24.372 -13.246  0.008
C -3.076 -18.768 -17.731  -0.003
C 1.945 -27.523 -20.426  -0.283
C -0.483 -23.551 -13.362  0.066
C -4.862 -18.534 -14.252  -0.344
C 2.756 -17.934 -12.430  0.025
C -1.257 -28.166 -12.079  -0.325
C -2.571 -26.802 -17.798  0.005
C 4.156 -25.250 -9.764  -0.305
C -2.090 -29.008 -14.282  0.069
H 1.052 -23.495 -11.894  0.099
H -3.755 -28.032 -16.653  0.112
H 4.333 -27.234 -16.793  0.047
H 0.993 -18.329 -13.499  0.116
H -3.009 -23.466 -18.299  0.096
H -0.892 -22.620 -12.999  0.093
H 3.676 -26.220 -19.892  0.143
H 0.376 -29.193 -17.742  0.107
H -1.529 -25.226 -6.970  0.123
H 1.526 -20.498 -9.742  0.094
H -2.744 -28.659 -15.067  0.106
H -4.120 -16.736 -13.144  0.122
H -3.553 -22.575 -15.169  0.061
H -1.509 -18.930 -13.575  0.110
H 0.968 -30.983 -14.630  0.099
H -6.067 -20.243 -14.890  0.135
H -6.199 -19.589 -19.787  0.112
H -2.989 -23.137 -11.166  0.103
H -2.488 -20.623 -17.827  0.109
H -1.884 -21.792 -9.668  0.113
H -6.520 -23.191 -10.190  0.114
H 2.992 -17.103 -13.078  0.125
H -2.044 -18.505 -17.554  0.128
H -4.818 -23.839 -16.974  0.106
H 2.534 -25.074 -7.868  0.113
H 5.599 -22.907 -13.091  0.099
H 2.218 -22.480 -10.208  0.101
H 0.344 -24.605 -18.640  0.059
H 3.353 -20.997 -14.762  0.084
H -0.703 -26.040 -15.897  0.104
H -1.737 -27.464 -17.976  0.116
H 3.183 -24.705 -16.594  0.126
H -5.470 -24.279 -14.102  0.113
H -5.713 -17.215 -19.092  0.128
H 1.432 -26.677 -14.782  0.094
H 7.410 -28.352 -11.603  0.130
H 0.742 -28.950 -11.697  0.120
H -6.985 -26.096 -14.057  0.114
H -3.082 -26.911 -12.203  0.052
H 3.179 -28.993 -11.548  0.121
H -2.737 -26.456 -8.302  0.128
H 0.643 -20.501 -16.353  0.135
H 6.087 -25.443 -10.858  0.136
H 2.944 -27.922 -13.569  0.092
H 3.416 -19.100 -9.313  0.111
H -8.258 -25.013 -10.106  0.120
H -0.342 -28.293 -21.097  0.110
H 7.203 -27.436 -13.871  0.126

***

Computed, not measured: a structure of composition C72H68N4O2PbSe, with ωB97M-V/def2-TZVPD.

Each line ends with the Löwdin charge.
Positions of all 148 atoms, in Å:
Pb -0.052 -0.063 -0.014  1.473
Se 1.661 -2.255 0.614  1.233
O 1.709 -0.119 -1.641  -0.200
O -0.496 -1.920 -1.390  -0.211
N -2.268 0.507 -0.395  0.041
N 0.056 2.107 -0.785  0.042
N 1.267 0.976 1.605  0.029
N -1.060 -0.656 2.009  0.033
C -2.612 1.038 -1.616  -0.217
C 4.077 6.119 0.147  -0.076
C -3.574 3.028 -3.841  -0.044
C 5.382 5.666 0.011  -0.088
C 5.634 4.302 -0.043  -0.074
C -1.849 1.951 -2.341  -0.051
C -3.893 0.515 -2.015  0.016
C 5.107 -5.653 -2.136  -0.052
C 1.204 3.778 -1.850  0.019
C 2.864 -2.056 4.223  -0.039
C -5.809 -1.339 1.525  -0.039
C -2.650 -5.325 -3.342  -0.071
C 1.181 2.891 -0.714  -0.218
C 0.955 -0.676 3.416  -0.100
C 2.152 2.858 0.283  -0.048
C 3.028 5.213 0.227  -0.040
C 1.877 -2.124 6.809  -0.076
C -0.378 -7.286 2.169  -0.050
C 5.530 -4.211 -2.460  -0.559
C -0.457 -3.159 -0.966  -0.358
C -2.067 2.383 -6.083  -0.066
C -2.058 -4.019 -2.806  -0.535
C 3.032 -2.826 6.495  -0.086
C 2.259 -1.523 -5.591  -0.041
C 2.645 -2.214 -1.013  -0.366
C -4.042 3.341 -5.109  -0.079
C -1.254 -4.231 -1.515  -0.070
C 6.167 -4.191 -3.849  -0.069
C 1.676 -1.381 4.518  -0.192
C 4.332 -3.265 -2.360  -0.177
C 6.584 -3.751 -1.437  -0.047
C 0.506 -4.856 0.591  -0.074
C 3.551 -3.243 -1.216  -0.073
C 3.142 1.994 2.432  0.017
C -1.177 -5.492 -0.944  0.024
C 3.272 3.842 0.183  -0.201
C -2.301 -1.217 2.090  -0.217
C -4.315 -0.309 -1.030  -0.003
C 1.203 -1.410 5.829  -0.045
C 3.012 -1.365 -3.221  -0.074
C -0.616 2.461 -1.922  -0.225
C -0.200 -7.276 0.642  -0.560
C -3.297 3.009 -6.232  -0.088
C -0.325 -5.847 0.112  -0.177
C -2.354 2.374 -3.681  -0.193
C -3.290 -0.331 -0.016  -0.225
C 0.101 3.516 -2.588  0.017
C 1.652 0.345 2.753  -0.270
C -0.350 -1.073 3.105  -0.247
C -6.937 -2.122 1.731  -0.076
C 0.453 -3.579 0.051  -0.389
C 1.194 -7.817 0.289  -0.046
C -5.575 -4.099 1.667  -0.072
C 2.832 0.979 3.275  0.018
C -2.392 -1.986 3.307  0.016
C -4.447 -3.317 1.470  -0.039
C 2.172 1.972 1.367  -0.211
C 1.464 0.408 -4.282  -0.070
C -1.124 -3.459 -3.898  -0.039
C -4.553 -1.927 1.389  -0.200
C -6.823 -3.504 1.798  -0.087
C -3.332 -1.098 1.149  -0.047
C -1.182 -1.928 3.910  0.020
C -1.248 -8.213 0.039  -0.067
C 3.531 -2.781 5.200  -0.070
C 3.863 0.293 -4.920  -0.042
C 4.588 3.396 0.047  -0.034
C -1.598 2.069 -4.816  -0.022
C -3.201 -3.045 -2.574  -0.041
C 2.407 -1.170 -1.942  -0.369
C 2.653 -0.540 -4.473  -0.521
C 4.000 -2.333 -3.346  0.015
H -7.703 -4.115 1.957  0.102
H -3.363 -5.770 -2.641  0.084
H 1.233 -5.060 1.371  0.105
H 4.154 0.988 -4.128  0.089
H 5.944 -6.337 -2.308  0.082
H 0.363 -6.658 2.667  0.075
H -1.869 -6.057 -3.565  0.089
H 2.010 5.569 0.340  0.123
H -3.471 -3.778 1.362  0.121
H -0.646 1.565 -4.688  0.080
H -1.471 2.134 -6.953  0.106
H -0.270 -4.126 -4.045  0.094
H -5.478 -5.177 1.712  0.105
H -4.397 0.727 -2.943  0.117
H -0.888 -2.412 4.827  0.108
H 6.650 3.940 -0.156  0.105
H -4.994 3.845 -5.221  0.103
H 6.166 -3.738 -0.427  0.078
H 3.332 0.703 4.191  0.120
H 1.339 -7.819 -0.795  0.090
H -0.213 4.005 -3.497  0.120
H 4.443 -3.309 4.951  0.105
H -1.667 -3.372 -4.844  0.086
H -3.706 -2.821 -3.521  0.094
H 6.199 6.374 -0.054  0.101
H 1.311 -8.843 0.655  0.084
H -4.148 3.306 -2.964  0.122
H 3.074 -2.201 -5.850  0.075
H -3.276 -2.493 3.659  0.117
H 4.723 -0.338 -5.156  0.075
H 1.683 1.190 -3.556  0.076
H 1.974 4.503 -2.056  0.116
H -3.936 -3.469 -1.891  0.088
H 4.799 -5.759 -1.094  0.072
H 0.313 -0.847 6.088  0.121
H 5.451 -4.491 -4.620  0.090
H -5.228 -0.880 -1.006  0.119
H -2.261 -7.848 0.230  0.088
H 0.581 -0.137 -3.936  0.087
H -1.156 -9.202 0.494  0.084
H 3.676 -3.990 -0.439  0.104
H 3.257 -2.017 3.217  0.092
H 6.555 -3.199 -4.096  0.083
H -1.372 -6.916 2.436  0.087
H -7.907 -1.651 1.839  0.104
H 1.979 -0.970 -6.495  0.085
H -5.892 -0.257 1.495  0.123
H -2.817 -2.120 -2.161  0.056
H -0.750 -2.476 -3.619  0.065
H -0.272 -8.305 2.555  0.083
H 1.981 -7.204 0.735  0.077
H 4.272 -5.960 -2.771  0.091
H -3.189 -5.114 -4.269  0.085
H 3.952 2.698 2.528  0.115
H 7.006 -4.892 -3.876  0.083
H 3.873 7.182 0.192  0.104
H -1.795 -6.273 -1.365  0.081
H -1.113 -8.329 -1.039  0.085
H 1.233 0.876 -5.246  0.081
H 4.780 2.330 -0.004  0.126
H 3.612 0.873 -5.815  0.083
H 1.500 -2.133 7.824  0.104
H 3.544 -3.400 7.256  0.102
H 4.530 -2.388 -4.291  0.094
H -3.676 3.237 -7.222  0.102
H 1.403 -2.126 -5.276  0.080
H 6.926 -2.740 -1.673  0.088
H 7.450 -4.423 -1.446  0.083

***

Computed, not measured: a cluster of 7 separate species, C72H78ClN3O7S in total, with ωB97M-V/def2-TZVPD.

Calculated values
Structure (SMILES)   CCC(=O)OCCc1c(COO)c(CCC(=O)Nc2ccccc2)c2c(c1CC(=O)Cl)Sc1ccccc1N2CCCCN(C)C(C)=O.c1ccccc1.c1ccccc1.c1ccccc1.c1ccccc1.c1ccccc1.c1ccccc1

Each line ends with the Löwdin charge.
Positions of all 162 atoms, in Å:
Cl 4.331 -4.100 2.624  0.728
S 0.900 -3.987 0.805  1.035
O -6.166 -1.703 1.628  0.090
O 7.509 -3.801 2.787  0.096
O 6.541 -0.344 -0.466  -0.142
O 7.191 -4.451 0.649  -0.037
O 6.164 0.038 0.833  -0.020
O 2.244 2.792 2.041  0.094
O 4.681 -6.424 1.613  0.055
N -4.147 -2.621 0.934  -0.110
N 0.821 -0.916 0.576  -0.045
N 2.480 3.853 0.029  0.109
C -6.305 -7.084 -0.822  -0.086
C 4.269 -5.351 1.339  -0.731
C -7.974 -8.359 0.349  -0.096
C -0.430 -3.392 3.138  -0.096
C 2.159 5.073 0.739  -0.272
C -6.601 -7.769 -1.990  -0.091
C 9.266 -5.099 1.913  -0.133
C -3.471 -5.535 -4.588  -0.088
C -5.017 -1.962 1.886  -0.472
C 1.644 -8.288 -6.236  -0.100
C 2.562 12.089 -1.358  -0.097
C 1.847 12.959 -0.546  -0.100
C 1.376 11.152 0.968  -0.085
C -8.266 -9.049 -0.822  -0.098
C 10.226 -4.267 2.799  -0.102
C -2.829 -4.982 -3.487  -0.091
C -0.361 -0.662 2.693  -0.009
C -4.906 -3.778 0.395  -0.087
C 3.701 -5.010 -0.068  -0.099
C 2.097 10.280 0.161  -0.084
C 2.010 -1.583 0.162  -0.178
C -2.747 3.303 2.543  -0.095
C -3.540 -7.667 -3.475  -0.133
C -2.057 16.160 2.065  -0.097
C -3.426 15.929 2.034  -0.098
C -0.943 -1.181 3.842  -0.096
C -4.926 3.784 3.440  -0.095
C 2.851 7.114 1.832  -0.077
C 4.501 -2.699 -0.645  -0.109
C -0.570 -7.930 -5.366  -0.083
C -1.737 14.490 0.363  -0.101
C -3.950 14.979 1.168  -0.097
C -0.228 -9.449 -7.200  -0.098
C -3.106 14.263 0.329  -0.092
C 0.490 6.459 1.742  -0.080
C 2.761 0.735 -0.438  -0.101
C 5.397 -0.409 -1.302  -0.130
C -2.582 -0.917 -0.098  -0.184
C 3.667 1.646 0.469  -0.073
C 3.048 -0.769 -0.341  -0.073
C 0.152 -2.863 1.997  -0.420
C 1.255 12.490 0.619  -0.102
C 2.759 2.789 0.950  -0.450
C 6.878 -3.139 0.134  -0.143
C -1.330 -1.586 -0.701  -0.162
C 3.163 5.961 1.120  -0.034
C 2.691 10.753 -1.003  -0.091
C -3.548 3.958 3.469  -0.095
C -1.213 15.438 1.233  -0.103
C 1.471 7.340 2.158  -0.097
C 4.279 -1.300 -0.747  -0.075
C -3.879 -1.740 -0.228  -0.186
C 0.206 -1.494 1.723  -0.238
C -4.515 -1.609 3.289  0.014
C -1.079 -8.826 -6.295  -0.090
C 1.134 -9.182 -7.168  -0.101
C 5.867 -3.234 -1.053  -0.072
C 3.458 -3.510 -0.176  -0.231
C -3.828 -6.877 -4.581  -0.116
C -2.548 -5.770 -2.377  -0.099
C -0.987 -2.554 4.095  -0.082
C -4.702 2.310 1.552  -0.093
C 2.243 -2.951 0.211  -0.367
C -5.502 2.959 2.484  -0.092
C -3.325 2.481 1.584  -0.098
C 7.907 -4.381 1.817  -0.478
C -6.990 -7.379 0.349  -0.091
C -7.578 -8.755 -1.991  -0.091
C -2.902 -7.114 -2.373  -0.096
C 0.824 5.313 1.022  -0.024
C 0.792 -7.659 -5.338  -0.089
C -0.117 -0.628 -0.538  -0.133
H 4.201 5.744 0.856  0.116
H -1.361 -0.531 4.615  0.110
H 6.446 -2.520 0.933  0.108
H 4.097 1.123 1.323  0.118
H -2.477 -0.601 0.950  0.096
H -5.017 14.796 1.145  0.100
H -1.079 13.929 -0.287  0.088
H -5.539 -6.318 -0.827  0.080
H -3.700 -0.874 3.272  0.066
H 1.183 8.218 2.736  0.098
H -5.268 -4.454 1.180  0.089
H 5.760 -0.856 -2.239  0.132
H -0.627 -10.143 -7.929  0.099
H 2.707 -8.081 -6.211  0.098
H 3.021 12.454 -2.269  0.100
H 4.443 2.106 -0.164  0.104
H 0.698 13.167 1.254  0.085
H 5.856 -4.270 -1.412  0.115
H -7.803 -9.294 -2.903  0.100
H -2.548 -3.936 -3.493  0.095
H 2.798 -5.622 -0.185  0.105
H 2.970 1.024 -1.484  0.121
H -4.085 16.489 2.686  0.100
H 1.798 -9.671 -7.871  0.099
H 2.179 9.245 0.458  0.069
H 9.149 -6.088 2.377  0.122
H -5.768 -3.401 -0.191  0.096
H -6.758 -6.845 1.263  0.096
H -2.743 0.011 -0.680  0.110
H -3.813 -8.715 -3.473  0.111
H -5.344 -1.199 3.879  0.082
H 11.227 -4.723 2.838  0.072
H -4.224 -2.561 3.762  0.085
H 0.078 4.596 0.680  0.116
H 3.288 3.998 -0.571  0.122
H -9.031 -9.816 -0.821  0.099
H -1.233 -7.444 -4.664  0.071
H -5.550 4.292 4.164  0.100
H -1.521 -1.655 -1.789  0.113
H -3.516 13.526 -0.351  0.101
H -2.700 1.970 0.861  0.082
H -3.691 -4.920 -5.451  0.104
H 9.711 -5.240 0.916  0.112
H 0.907 10.786 1.874  0.096
H -1.418 -2.962 5.007  0.109
H 5.032 0.593 -1.569  0.110
H -0.354 0.427 2.612  0.122
H 3.634 7.808 2.137  0.106
H -6.067 -7.530 -2.899  0.081
H -0.144 15.615 1.261  0.098
H 1.749 14.002 -0.822  0.100
H -2.681 -7.729 -1.510  0.109
H -5.153 1.671 0.802  0.099
H -4.717 -1.012 -0.267  0.117
H -1.649 16.903 2.739  0.100
H -2.141 -9.039 -6.315  0.096
H 3.255 10.078 -1.634  0.100
H 6.322 -2.640 -1.856  0.106
H 4.459 -5.366 -0.770  0.114
H 1.190 -6.958 -4.614  0.099
H -4.331 -7.307 -5.439  0.106
H -0.564 6.619 1.980  0.108
H -3.099 4.604 4.213  0.101
H -8.513 -8.587 1.260  0.100
H 6.938 0.472 1.224  0.122
H -3.940 -2.279 -1.186  0.118
H -6.576 2.821 2.463  0.103
H -1.153 -2.612 -0.358  0.078
H -0.501 0.406 -0.443  0.118
H -2.052 -5.337 -1.516  0.096
H -0.403 -4.475 3.277  0.109
H 0.471 -0.624 -1.470  0.128
H 7.826 -2.671 -0.180  0.133
H -1.671 3.433 2.569  0.094
H 10.354 -3.245 2.416  0.078
H 1.720 1.001 -0.246  0.094
H 9.854 -4.244 3.831  0.076
H -4.284 -4.328 -0.328  0.066

***

| no. | E_tot (a.u.) | largest force on an atom (eV/A) |
| --- | --- | --- |
| 1 | -5330.11038 | 4.14 |
| 2 | -5748.25558 | 1.32 |
| 3 | -4339.60571 | 1.68 |